Record 1
The following is a quantum chemistry calculation of a 8-piece molecular cluster, C24H28ClF7N3O22 overall, from OMol25.

Geometry as ORCA input:
```
! wB97M-V def2-TZVPD RIJCOSX def2/J DEFGRID3
* xyz 1 1
N -3.930 1.735 0.299
C -3.580 0.464 -0.114
N -4.472 -0.548 -0.234
N -2.314 0.255 -0.420
C -1.802 1.049 -1.568
C -2.871 1.364 -2.622
O -3.607 0.609 -3.089
Cl -2.900 3.063 -3.164
H -4.099 1.732 1.304
H -4.806 1.953 -0.181
H -4.412 -1.423 0.279
H -5.213 -0.413 -0.911
H -2.108 -0.734 -0.516
H -1.035 0.448 -2.065
H -1.337 1.974 -1.228
C 1.446 1.606 -5.464
C 0.376 1.490 -4.417
O 0.655 2.572 -3.547
C 1.247 3.534 -4.326
O 1.374 4.665 -3.997
O 1.656 3.024 -5.509
F 0.491 0.327 -3.711
H 2.370 1.110 -5.167
H 1.137 1.224 -6.426
H -0.643 1.583 -4.801
C 5.192 1.878 -8.771
C 5.387 1.190 -7.448
O 4.058 1.033 -6.977
C 3.268 0.938 -8.087
O 2.149 0.539 -8.079
O 3.929 1.347 -9.194
F 6.067 1.976 -6.577
H 5.116 2.961 -8.669
H 5.976 1.646 -9.487
H 5.868 0.214 -7.514
C -6.752 -1.952 2.745
C -5.747 -3.074 2.724
O -5.067 -2.911 3.948
C -5.968 -2.335 4.812
O -5.829 -2.294 5.982
O -7.031 -1.827 4.136
F -4.844 -2.924 1.704
H -6.333 -1.013 2.373
H -7.655 -2.183 2.183
H -6.187 -4.070 2.675
C 8.101 -0.112 -3.575
C 6.907 -0.150 -4.490
O 6.121 -1.189 -3.941
C 6.399 -1.212 -2.600
O 5.739 -1.766 -1.790
O 7.528 -0.506 -2.326
F 7.264 -0.498 -5.756
H 8.870 -0.829 -3.867
H 8.549 0.877 -3.507
H 6.328 0.773 -4.514
C 2.466 6.585 -2.068
C 1.902 7.111 -0.776
O 2.921 6.806 0.156
C 4.100 6.818 -0.540
O 5.171 6.865 -0.042
O 3.872 6.775 -1.879
F 0.769 6.447 -0.421
H 2.259 5.529 -2.210
H 2.110 7.131 -2.938
H 1.709 8.185 -0.768
C -2.320 -1.905 6.895
C -2.475 -2.158 5.421
O -1.264 -2.807 5.081
C -0.855 -3.468 6.206
O -0.037 -4.321 6.222
O -1.523 -3.022 7.305
F -2.558 -0.991 4.719
H -1.783 -0.978 7.106
H -3.273 -1.888 7.419
H -3.316 -2.799 5.162
C -2.255 -5.618 8.809
C -1.964 -6.251 10.143
O -3.259 -6.426 10.692
C -4.111 -6.583 9.636
O -5.212 -7.006 9.719
O -3.522 -6.193 8.473
F -1.255 -5.419 10.943
H -2.356 -4.537 8.877
H -1.505 -5.855 8.057
H -1.458 -7.217 10.085
*
```

Results
orbital gap = 7.11 eV
LUMO = -5.389 eV
HOMO energy = -12.49 eV

***

Record 2
The following is a quantum chemistry calculation of C24H28EuN6S4 as an isolated structure, from OMol25.

Geometry as ORCA input:
```
! wB97M-V def2-TZVPD RIJCOSX def2/J DEFGRID3
* xyz 0 8
Eu 0.653 0.435 -0.155
C -1.752 -0.072 2.471
C -0.542 -0.315 3.373
C 0.405 -1.402 2.919
C 0.578 -2.546 3.691
C 1.462 -3.526 3.270
C 2.163 -3.343 2.092
C 1.938 -2.174 1.381
N 1.076 -1.237 1.775
N -1.552 0.841 1.332
C -2.602 0.632 0.332
C -2.579 -0.755 -0.289
C -3.757 -1.328 -0.752
C -3.703 -2.590 -1.317
C -2.491 -3.257 -1.390
C -1.372 -2.609 -0.898
N -1.411 -1.386 -0.373
C -1.550 2.249 1.757
C -0.208 2.845 2.134
C -0.206 4.098 2.732
C 1.010 4.655 3.085
C 2.179 3.960 2.820
C 2.077 2.735 2.186
N 0.904 2.180 1.863
H -2.580 0.316 3.084
H -2.088 -1.029 2.075
H -0.924 -0.600 4.355
H 0.018 0.611 3.510
H 0.023 -2.654 4.614
H 1.605 -4.421 3.865
H 2.875 -4.070 1.728
H 2.475 -1.964 0.461
H -2.469 1.379 -0.453
H -3.604 0.790 0.762
H -4.693 -0.792 -0.657
H -4.607 -3.057 -1.689
H -2.407 -4.246 -1.819
H -0.398 -3.084 -0.935
H -2.242 2.381 2.603
H -1.924 2.855 0.933
H -1.141 4.613 2.923
H 1.046 5.628 3.561
H 3.154 4.359 3.068
H 2.948 2.168 1.879
S 3.407 0.592 -0.416
S 3.004 2.020 -1.900
S 1.744 3.494 -1.184
S -0.270 2.890 -1.330
C 0.427 1.151 -6.050
C 0.699 0.284 -4.861
C 1.404 -0.896 -4.721
C 1.344 -1.192 -3.341
N 0.685 -0.248 -2.690
N 0.284 0.623 -3.634
C 2.015 -2.321 -2.624
H 0.694 0.622 -6.963
H 1.011 2.071 -6.011
H -0.627 1.426 -6.114
H 1.892 -1.458 -5.502
H -0.071 1.509 -3.272
H 2.242 -3.145 -3.301
H 1.386 -2.725 -1.827
H 2.940 -1.969 -2.164
*
```

Results
orbital gap (spin up / spin down) = 6.12 / 6.64 eV
LUMO (spin up / spin down) = 0.247 / 0.247 eV
relative energy (zero: lowest compared OMol25 entry of this formula, charge and spin) = 0.00 kJ/mol
HOMO energy (spin up / spin down) = -5.87 / -6.39 eV

***

Record 3
The following is a quantum chemistry calculation of one molecule with the formula C24H28F3NO5, from OMol25.

Geometry as ORCA input:
```
! wB97M-V def2-TZVPD RIJCOSX def2/J DEFGRID3
* xyz 0 1
C -2.222 2.429 1.227
N -1.895 1.119 0.738
C -2.430 0.023 1.490
C -0.897 0.930 -0.294
C -1.531 0.155 -1.483
C -2.811 -0.401 -1.409
C -3.314 -1.224 -2.419
C -2.581 -1.346 -3.597
C -3.038 -2.286 -4.676
F -2.681 -1.877 -5.931
F -2.460 -3.515 -4.474
F -4.389 -2.472 -4.692
C -1.411 -0.623 -3.787
C -0.935 0.175 -2.746
H -2.502 2.370 2.285
H -1.392 3.138 1.118
H -3.078 2.830 0.664
H -2.095 0.050 2.536
H -3.523 0.147 1.493
H -2.180 -0.950 1.054
H -0.709 1.952 -0.697
H -3.445 -0.152 -0.564
H -4.285 -1.694 -2.301
H -0.888 -0.616 -4.741
H -0.110 0.855 -2.925
C 2.564 4.412 2.042
C 1.502 3.398 2.339
O 1.491 2.497 1.197
C 0.692 1.456 1.411
C 0.430 0.452 0.265
C 1.489 0.543 -0.871
O 1.530 -0.256 -1.804
O 2.399 1.518 -0.829
C 3.324 1.461 -1.939
C 4.164 2.694 -1.856
C 0.441 -1.018 0.806
C 0.540 -2.107 -0.068
C 0.587 -3.413 0.388
C 0.484 -3.692 1.771
O 0.475 -4.998 2.148
C 0.317 -5.328 3.549
C 0.363 -2.613 2.666
C 0.384 -1.314 2.168
O 0.146 1.360 2.514
H 2.514 5.213 2.783
H 3.561 3.964 2.109
H 2.447 4.840 1.043
H 1.739 2.821 3.239
H 0.505 3.854 2.441
H 3.924 0.555 -1.816
H 2.769 1.414 -2.882
H 4.897 2.682 -2.663
H 3.559 3.598 -1.961
H 4.710 2.760 -0.915
H 0.652 -1.937 -1.131
H 0.721 -4.233 -0.310
H 0.334 -6.419 3.560
H 1.153 -4.931 4.145
H -0.644 -4.963 3.946
H 0.281 -2.763 3.744
H 0.357 -0.526 2.906
*
```

Results
SMILES = CCOC(=O)C(C(=O)OCC)(c1ccc(OC)cc1)[C@@H](c1ccc(C(F)(F)F)cc1)N(C)C
orbital gap = 8.48 eV
LUMO = 0.569 eV
HOMO energy = -7.91 eV

***

Record 4
The following is a quantum chemistry calculation of one molecule with the formula C24H28N2O3, from OMol25.

Geometry as ORCA input:
```
! wB97M-V def2-TZVPD RIJCOSX def2/J DEFGRID3
* xyz 0 1
C -1.403 -2.432 0.008
O -2.369 -2.443 1.033
C -3.702 -2.533 0.592
C -4.247 -1.242 -0.035
C -5.727 -1.373 -0.397
C -6.246 -0.051 -0.964
H -7.316 -0.122 -1.165
C -5.985 1.092 0.018
N -4.576 1.145 0.343
C -3.806 2.153 -0.126
O -4.266 3.134 -0.679
C -2.329 1.978 0.090
C -1.595 1.296 -0.867
C -0.234 1.156 -0.644
C 0.363 1.708 0.507
C -0.361 2.412 1.449
C -1.719 2.536 1.219
H -2.332 3.074 1.925
H 0.110 2.839 2.319
O 1.685 1.403 0.462
C 1.833 0.692 -0.687
N 0.751 0.518 -1.365
C 3.174 0.160 -1.023
C 3.519 -1.029 -0.117
H 2.776 -1.815 -0.263
H 3.479 -0.707 0.925
C 4.915 -1.583 -0.426
C 5.983 -0.568 -0.133
C 6.587 0.153 -1.155
C 7.546 1.111 -0.874
C 7.912 1.362 0.437
C 7.317 0.648 1.464
C 6.360 -0.309 1.179
H 5.902 -0.866 1.984
H 7.601 0.838 2.489
H 8.659 2.110 0.658
H 8.007 1.662 -1.680
H 6.307 -0.040 -2.181
H 4.960 -1.880 -1.475
H 5.078 -2.472 0.187
H 3.165 -0.151 -2.067
H 3.918 0.947 -0.882
H -2.057 0.894 -1.754
C -4.076 -0.069 0.938
H -3.028 0.045 1.214
H -4.651 -0.272 1.850
H -6.260 2.053 -0.419
H -6.557 0.937 0.940
H -5.737 0.169 -1.904
H -6.294 -1.634 0.500
H -5.867 -2.173 -1.127
H -3.680 -1.020 -0.945
H -3.811 -3.361 -0.126
H -4.279 -2.774 1.490
H -1.413 -1.500 -0.565
H -1.547 -3.276 -0.678
H -0.438 -2.530 0.501
*
```

Results
SMILES = COC[C@H]1CCCN(C(=O)c2ccc3oc(CCCc4ccccc4)nc3c2)C1
orbital gap = 9.53 eV
LUMO = 0.751 eV
relative energy (zero: lowest compared OMol25 entry of this formula, charge and spin) = 78.40 kJ/mol
HOMO energy = -8.78 eV

***

Record 5
The following is a quantum chemistry calculation of one molecule with the formula C24H28N2O4S, from OMol25.

Geometry as ORCA input:
```
! wB97M-V def2-TZVPD RIJCOSX def2/J DEFGRID3
* xyz 0 1
C -3.694 -4.776 0.824
C -2.602 -3.806 0.490
C -2.665 -3.036 -0.666
C -1.664 -2.145 -0.994
C -0.558 -1.981 -0.159
C -0.480 -2.764 0.991
C -1.487 -3.661 1.301
H -1.398 -4.255 2.199
H 0.367 -2.683 1.653
N 0.424 -1.049 -0.485
S 0.113 0.155 -1.619
O -0.033 -0.402 -2.931
O 1.167 1.125 -1.456
C -1.446 0.866 -1.100
C -1.632 1.220 0.203
C -2.859 1.791 0.602
C -3.101 2.172 1.939
C -4.298 2.725 2.298
C -5.306 2.919 1.340
C -5.102 2.560 0.037
C -3.878 1.989 -0.369
C -3.633 1.615 -1.709
C -2.437 1.063 -2.071
H -2.223 0.767 -3.086
H -4.408 1.774 -2.444
H -5.875 2.711 -0.703
H -6.245 3.358 1.643
H -4.479 3.017 3.322
H -2.318 2.020 2.667
H -0.845 1.080 0.928
C 1.744 -1.064 0.105
H 2.398 -0.610 -0.640
H 2.062 -2.096 0.269
C 1.842 -0.260 1.411
C 3.287 -0.241 1.988
N 4.388 0.197 1.169
C 5.030 -0.760 0.294
C 6.417 -0.207 -0.051
O 6.322 1.045 -0.685
C 5.651 1.973 0.139
C 4.249 1.482 0.512
H 3.785 2.185 1.204
H 3.640 1.426 -0.406
H 5.598 2.902 -0.430
H 6.233 2.135 1.059
H 6.936 -0.866 -0.750
H 7.006 -0.114 0.875
H 5.132 -1.715 0.813
H 4.484 -0.923 -0.651
H 3.247 0.431 2.853
H 3.524 -1.245 2.348
O 1.320 1.039 1.270
H 1.472 1.340 0.356
H 1.213 -0.732 2.180
H -1.718 -1.599 -1.920
H -3.511 -3.143 -1.329
H -3.681 -5.613 0.127
H -3.572 -5.166 1.831
H -4.668 -4.296 0.749
*
```

Results
SMILES = Cc1ccc(N(C[C@H](O)CN2CCOCC2)S(=O)(=O)c2ccc3ccccc3c2)cc1
orbital gap = 8.24 eV
LUMO = 0.008 eV
relative energy (zero: lowest compared OMol25 entry of this formula, charge and spin) = 164.53 kJ/mol
HOMO energy = -8.23 eV

***

Record 6
The following is a quantum chemistry calculation of one molecule with the formula C24H28N2O5, from OMol25.

Geometry as ORCA input:
```
! wB97M-V def2-TZVPD RIJCOSX def2/J DEFGRID3
* xyz 0 1
C -1.311 -2.717 -3.601
C -0.550 -2.678 -4.922
C 0.341 -1.445 -5.093
C 1.459 -1.342 -4.060
N 1.008 -0.712 -2.835
C 1.882 -0.212 -1.932
O 3.087 -0.280 -2.097
C 1.235 0.408 -0.740
C 0.139 -0.168 -0.185
N -0.506 0.336 0.904
C -0.100 1.512 1.541
O -0.707 1.937 2.508
C 1.086 2.135 0.974
C 1.559 3.305 1.585
C 2.689 3.939 1.126
C 3.388 3.389 0.013
C 2.916 2.247 -0.595
C 1.765 1.598 -0.128
H 3.439 1.809 -1.427
O 4.498 4.066 -0.363
C 5.259 3.559 -1.433
H 6.110 4.230 -1.531
H 4.687 3.558 -2.367
H 5.614 2.544 -1.229
O 3.225 5.071 1.650
C 2.585 5.651 2.761
H 1.562 5.957 2.521
H 2.565 4.967 3.615
H 3.176 6.529 3.014
H 0.997 3.673 2.429
C -1.596 -0.397 1.446
C -2.814 0.225 1.694
C -3.858 -0.498 2.226
C -3.715 -1.856 2.523
C -2.494 -2.474 2.268
C -1.446 -1.745 1.736
H -0.495 -2.229 1.563
H -2.338 -3.520 2.482
O -4.822 -2.463 3.024
C -4.745 -3.790 3.506
C -4.043 -3.883 4.858
H -4.557 -3.256 5.582
H -4.055 -4.911 5.208
H -3.012 -3.545 4.784
H -4.264 -4.445 2.769
H -5.789 -4.099 3.609
H -4.809 -0.031 2.427
H -2.934 1.274 1.479
H -0.284 -1.084 -0.573
H 0.021 -0.555 -2.725
H 2.291 -0.745 -4.449
H 1.857 -2.338 -3.831
H 0.794 -1.491 -6.085
H -0.268 -0.539 -5.054
H -1.268 -2.697 -5.745
H 0.068 -3.575 -5.004
H -0.628 -2.808 -2.761
H -1.980 -3.574 -3.584
H -1.914 -1.819 -3.475
*
```

Results
SMILES = CCCCNC(=O)c1cn(-c2ccc(OCC)cc2)c(=O)c2cc(OC)c(OC)cc12
orbital gap = 8.33 eV
LUMO = 0.630 eV
relative energy (zero: lowest compared OMol25 entry of this formula, charge and spin) = 212.11 kJ/mol
HOMO energy = -7.70 eV

***

Record 7
The following is a quantum chemistry calculation of C24H28N3O5PdS2Se2 as an isolated structure, from OMol25.

Geometry as ORCA input:
```
! wB97M-V def2-TZVPD RIJCOSX def2/J DEFGRID3
* xyz -1 3
Pd 2.541 -20.730 -0.546
O 3.932 -22.435 -0.740
S 5.192 -22.097 0.161
C 5.106 -23.443 1.472
C 3.785 -23.288 2.315
C 2.806 -24.521 2.289
C 2.266 -25.034 0.997
S 1.186 -23.868 0.059
O 1.517 -22.396 0.493
C -0.345 -23.990 1.007
C -0.815 -22.959 1.826
C -2.126 -23.051 2.288
C -2.846 -24.234 2.160
C -2.341 -25.280 1.348
C -1.044 -25.184 0.829
C 6.718 -22.538 -0.802
C 6.613 -23.597 -1.666
C 7.815 -24.127 -2.136
C 9.007 -23.383 -2.051
C 8.998 -22.240 -1.294
C 7.853 -21.740 -0.659
H 5.986 -23.259 2.107
H 5.064 -24.339 0.866
H 3.176 -22.457 1.964
H 4.091 -23.088 3.341
H 1.990 -24.138 2.970
H 3.188 -25.378 2.798
H 1.580 -25.882 1.244
H 3.109 -25.319 0.354
H -0.228 -22.035 1.966
H -2.520 -22.206 2.802
H -3.839 -24.458 2.612
H -2.998 -26.151 1.105
H -0.592 -25.956 0.223
H 5.647 -23.967 -1.946
H 7.709 -25.080 -2.662
H 9.851 -23.685 -2.704
H 9.846 -21.524 -1.283
H 7.758 -20.774 -0.134
O 5.398 -15.044 -1.019
C 4.240 -15.565 -1.595
C 4.401 -17.135 -1.578
C 5.633 -17.573 -2.438
O 6.887 -17.289 -1.872
C 4.499 -17.685 -0.175
Se 2.725 -18.407 0.554
C 3.219 -17.701 -2.393
Se 3.174 -19.715 -2.661
H 5.391 -14.059 -1.140
H 4.101 -15.311 -2.640
H 3.315 -15.173 -1.116
H 5.665 -17.032 -3.416
H 5.586 -18.679 -2.618
H 6.855 -16.373 -1.436
H 4.700 -16.922 0.629
H 5.305 -18.503 -0.112
H 3.107 -17.283 -3.446
H 2.237 -17.529 -1.932
O 0.667 -19.827 -0.983
N -0.005 -19.607 0.029
C -0.628 -18.387 0.020
C -0.358 -17.443 -0.905
N -0.096 -16.744 -1.833
C -1.681 -18.071 0.876
N -2.551 -17.777 1.580
*
```

Results
orbital gap (spin up / spin down) = 4.89 / 5.43 eV
LUMO (spin up / spin down) = 1.886 / 1.884 eV
relative energy (zero: lowest compared OMol25 entry of this formula, charge and spin) = 0.00 kJ/mol
HOMO energy (spin up / spin down) = -3.01 / -3.54 eV

***

One value per record, in order, for max |F|: 3.23; 0.65; 2.96; 1.29; 1.21; 0.90; 7.41 eV Å⁻¹.
One value per record, in order, for calculated total energy: -3909.94323; -3563.10529; -1661.85510; -1266.60156; -1739.97687; -1417.07436; -7198.70837 a.u..